{
  "formula": "C5H8BrP",
  "method": "ωB97M-V/def2-TZVPD",
  "symbols": ["C", "C", "C", "C", "C", "P", "Br", "H", "H", "H", "H", "H", "H", "H", "H"],
  "xyz": [[1.28443, 0.71834, 1.59579], [0.86518, -0.21123, -1.02179], [0.37857, -1.60774, -0.65432], [-0.50933, -1.24240, 0.57662], [-1.23806, 1.70496, -0.17995], [0.03748, 0.51878, 0.41664], [2.68106, -0.18942, -1.57877], [1.70428, 1.64735, 1.76607], [-0.20600, -1.87800, -1.54724], [1.15050, -2.30944, -0.32650], [-1.55189, -1.49637, 0.33337], [-0.08565, -1.41013, 1.62643], [-0.88820, 2.12984, -1.15153], [-1.43267, 2.51348, 0.60402], [-2.18970, 1.11197, -0.45885]],
  "de_lowest_kcal_mol": 136.8,
  "multiplicity": 1,
  "homo_lumo_gap_ev": [7.61, 7.33],
  "homo_ev": [-7.974, -8.070],
  "max_force_ev_per_a": 3.09,
  "energy_ev": -84639.705
}

{
  "formula": "C39H30BF4O25",
  "method": "ωB97M-V/def2-TZVPD",
  "symbols": ["B", "F", "F", "F", "F", "C", "C", "C", "O", "C", "C", "C", "O", "O", "O", "H", "H", "H", "H", "C", "C", "C", "O", "C", "C", "C", "O", "O", "O", "H", "H", "H", "H", "C", "C", "C", "O", "C", "C", "C", "O", "O", "O", "H", "H", "H", "H", "C", "C", "C", "O", "C", "C", "C", "O", "O", "O", "H", "H", "H", "H", "C", "C", "C", "O", "C", "C", "C", "O", "O", "O", "H", "H", "H", "H", "C", "C", "C", "O", "C", "C", "C", "O", "O", "O", "H", "H", "H", "H", "C", "C", "O", "C", "H", "H", "H", "H", "H", "H"],
  "xyz": [[0.68719, -0.31902, -0.42234], [1.65728, -1.22942, -0.26425], [0.62963, 0.59445, 0.46666], [0.93847, 0.38146, -1.67646], [-0.49949, -1.01182, -0.43434], [-4.84223, 1.30841, -0.42532], [-3.76955, 0.40696, -0.14050], [-3.44172, 0.12024, 1.30647], [-2.52276, -0.69254, 1.54996], [-4.45453, 0.56465, 2.29660], [-5.35949, 1.76050, 1.92262], [-5.61362, 2.14354, 0.53438], [-6.27784, 3.14016, 0.24335], [-5.88170, 2.59208, 2.92195], [-3.04287, -0.25742, -1.12634], [-5.07261, 1.46362, -1.41074], [-4.42979, 0.28116, 3.34292], [-5.53542, 1.87070, 3.47594], [-2.13090, -0.47454, -1.00207], [6.86475, 3.96079, -1.70398], [5.92992, 5.02913, -1.35584], [4.47752, 4.77902, -1.43188], [3.54578, 5.56579, -1.15463], [4.06036, 3.38054, -1.80710], [5.00637, 2.30303, -2.20782], [6.44511, 2.67146, -2.31458], [7.25354, 1.90088, -2.68795], [4.65088, 0.95746, -2.33813], [6.40343, 6.29094, -1.02452], [7.94974, 4.19014, -1.75528], [3.02671, 3.13504, -1.76272], [3.80742, 0.59460, -2.07610], [5.70749, 6.73973, -0.99955], [1.69638, -2.49825, 4.50581], [0.50494, -2.16013, 3.64247], [-0.63360, -3.06647, 3.66470], [-1.43485, -3.01804, 2.77456], [-0.76150, -3.95133, 4.79189], [0.28984, -4.15873, 5.68922], [1.63104, -3.49806, 5.64926], [2.63712, -3.69919, 6.24595], [0.22811, -4.83157, 7.02103], [0.70073, -1.34363, 2.61092], [2.58960, -1.94014, 4.61613], [-1.62974, -4.59802, 4.88566], [-0.62362, -5.40042, 7.38237], [0.16269, -1.49517, 1.89510], [-0.67158, 4.17070, -5.87423], [0.21911, 3.00998, -5.43590], [-0.04055, 1.66582, -5.95431], [0.64472, 0.62997, -5.49917], [-0.99294, 1.49429, -7.07360], [-1.89196, 2.63783, -7.57932], [-1.76786, 3.95873, -6.89262], [-2.66620, 4.84335, -7.01005], [-2.61169, 2.65668, -8.75191], [1.12438, 3.14862, -4.34197], [-0.76045, 5.22120, -5.65431], [-1.15545, 0.54882, -7.61404], [-2.60305, 1.76602, -9.13205], [1.25534, 2.23349, -3.97145], [-3.09889, 4.96806, 1.66112], [-3.08707, 5.21383, 0.16482], [-2.25195, 4.44712, -0.72132], [-2.15530, 4.70102, -1.88021], [-1.56191, 3.33633, -0.11871], [-1.44934, 3.16632, 1.41616], [-2.41110, 3.88678, 2.29302], [-2.51358, 3.76901, 3.48896], [-0.78349, 2.19815, 2.04990], [-3.85584, 6.20395, -0.40774], [-3.83518, 5.55377, 2.43909], [-1.15553, 2.57175, -0.85070], [-0.41022, 1.54282, 1.24339], [-3.50132, 6.13496, -1.34791], [2.14970, -5.68510, 2.15186], [2.53336, -4.34646, 1.24845], [3.56338, -3.50794, 1.70241], [3.72563, -2.45610, 1.19068], [4.38684, -3.95026, 2.86241], [4.07458, -5.29193, 3.60225], [2.87959, -6.11377, 3.29661], [2.50149, -7.08557, 3.93844], [5.01758, -5.76963, 4.50658], [1.77357, -4.02693, 0.20539], [1.29733, -6.11187, 1.77950], [5.19194, -3.31599, 3.13732], [5.50985, -5.19390, 4.83193], [2.08682, -3.04912, 0.02040], [-2.72939, -3.66877, -0.84111], [-2.48696, -5.11507, -1.03957], [-2.58101, -5.63513, -2.09308], [-2.00249, -5.85436, 0.16112], [-3.58402, -3.23757, -1.22306], [-1.88500, -3.14105, -1.39064], [-2.94968, -3.43933, 0.11177], [-2.88632, -5.83525, 0.82582], [-1.25724, -5.40265, 0.68012], [-1.86482, -6.92819, -0.22403]],
  "total_charge": -1,
  "de_lowest_kcal_mol": 54.5,
  "multiplicity": 1,
  "homo_lumo_gap_ev": 6.02,
  "homo_ev": -6.630,
  "max_force_ev_per_a": 13.55,
  "energy_ev": -103650.471
}

{
  "formula": "C28H38N2O3",
  "method": "ωB97M-V/def2-TZVPD",
  "symbols": ["O", "C", "N", "C", "H", "C", "C", "C", "H", "C", "O", "H", "H", "H", "H", "H", "H", "C", "C", "C", "H", "H", "H", "H", "H", "H", "H", "H", "C", "C", "C", "C", "C", "C", "H", "H", "O", "C", "C", "C", "N", "C", "C", "H", "H", "H", "H", "C", "H", "C", "C", "C", "C", "C", "C", "C", "H", "H", "H", "H", "H", "H", "H", "H", "H", "H", "H", "H", "H", "H", "H"],
  "xyz": [[-5.05854, -0.74722, -2.48532], [-4.35350, 0.18866, -2.14763], [-4.29103, 1.34181, -2.85431], [-3.30033, 2.37652, -2.68729], [-3.81332, 3.34639, -2.70367], [-2.26713, 2.33364, -3.82791], [-1.40322, 1.06810, -3.71748], [0.03216, 1.20659, -4.23297], [0.50156, 2.08202, -3.77353], [0.18841, 1.30044, -5.75377], [-0.11306, 2.56677, -6.29215], [0.44769, 3.22533, -5.86771], [1.21946, 1.02383, -6.02153], [-0.48990, 0.60229, -6.24917], [0.58994, 0.32671, -3.90446], [-1.88502, 0.23815, -4.23391], [-1.33654, 0.79265, -2.66136], [-3.01766, 2.46159, -5.15942], [-4.12143, 1.41498, -5.29233], [-5.05042, 1.46777, -4.08145], [-5.58490, 2.42473, -4.05925], [-5.77366, 0.65111, -4.10768], [-3.69411, 0.41405, -5.36559], [-4.69714, 1.59715, -6.20076], [-3.47050, 3.45606, -5.20129], [-2.31920, 2.38428, -5.99038], [-1.61589, 3.20680, -3.70958], [-2.80339, 2.26472, -1.72340], [-3.54569, 0.12763, -0.88972], [-3.78662, 0.99545, 0.17283], [-3.07768, 0.87273, 1.34732], [-2.10367, -0.11929, 1.49499], [-1.87265, -0.99553, 0.43905], [-2.60096, -0.87513, -0.73178], [-2.42974, -1.57023, -1.54038], [-1.13931, -1.78291, 0.51412], [-1.47460, -0.13639, 2.69803], [-0.45610, -1.08927, 2.96582], [0.88030, -0.68364, 2.33828], [1.97958, -1.65925, 2.78498], [2.10895, -1.75778, 4.22244], [0.84914, -2.12395, 4.83049], [-0.29631, -1.16223, 4.48361], [-0.07767, -0.16138, 4.86010], [-1.22835, -1.50017, 4.93727], [0.98222, -2.17685, 5.91271], [0.59170, -3.12717, 4.47357], [2.81000, -0.65165, 4.85186], [2.87785, 0.21586, 4.18525], [4.23530, -1.08145, 5.25235], [5.06395, -1.39091, 4.04177], [5.70815, -0.37292, 3.34888], [6.43507, -0.64726, 2.20412], [6.52643, -1.94674, 1.73527], [5.88823, -2.96810, 2.41856], [5.16256, -2.69129, 3.56340], [4.65818, -3.48695, 4.09088], [5.95736, -3.98406, 2.05744], [7.09459, -2.16213, 0.84215], [6.93265, 0.15426, 1.67705], [5.64137, 0.64368, 3.71175], [4.69362, -0.27148, 5.82357], [4.16146, -1.96373, 5.88853], [2.27962, -0.33758, 5.75487], [2.94152, -1.36008, 2.36599], [1.74418, -2.65995, 2.40653], [1.11991, 0.33005, 2.66741], [0.81062, -0.67362, 1.24967], [-0.76010, -2.07914, 2.59490], [-3.26061, 1.53406, 2.17970], [-4.54379, 1.76054, 0.07971]],
  "de_lowest_kcal_mol": 9.0,
  "multiplicity": 1,
  "homo_lumo_gap_ev": 9.00,
  "smiles": "O=C(c1ccc(OC2CCN(CCc3ccccc3)CC2)cc1)N1CCC[C@H](CCCO)C1",
  "homo_ev": -8.401,
  "max_force_ev_per_a": 0.60,
  "energy_ev": -38776.062
}